(1)
Density functional theory data (the ωB97M-V functional and the def2-TZVPD basis) for C25H29N5O3 in the gas phase.

The calculation puts the energy relative to the best compared isomer or geometry (same formula, charge and spin) at 2.813 eV. Its SMILES is COCCc1ncc(CN2CCCC[C@H]2C(=O)Nc2ccc(Oc3ccccc3)nc2)cn1. The gap between HOMO and LUMO comes out at 8.7 eV. Its HOMO energy is -8.210 eV.

Each line ends with the Löwdin charge.
Geometry (Å):
C (4.561862, 1.240653, -0.984655)  -0.10
O (4.482080, 0.691314, 0.308215)  -0.18
C (3.178186, 0.388812, 0.741932)  -0.23
C (2.320854, 1.626449, 1.021531)  -0.10
C (1.062528, 1.300254, 1.760020)  -0.34
N (0.354837, 2.326107, 2.219480)  0.15
C (-0.772622, 2.063025, 2.849588)  -0.07
C (-1.236861, 0.763334, 3.047431)  -0.18
C (-0.393566, -0.229643, 2.562225)  -0.09
N (0.735700, 0.025265, 1.925378)  0.15
H (-0.626093, -1.281158, 2.698704)  0.12
C (-2.567657, 0.441788, 3.673255)  -0.13
N (-3.714022, 0.622878, 2.799283)  -0.11
C (-3.645385, -0.145963, 1.569298)  -0.23
C (-5.020861, -0.140680, 0.881488)  -0.13
C (-5.514136, 1.284258, 0.662883)  -0.19
C (-5.549263, 2.004555, 2.005133)  -0.17
H (-5.883176, 3.034905, 1.878317)  0.11
C (-4.155174, 1.997668, 2.625106)  -0.19
H (-4.190536, 2.458180, 3.616335)  0.12
H (-3.472967, 2.579605, 1.992510)  0.11
H (-6.243297, 1.494091, 2.676143)  0.11
H (-6.506606, 1.267421, 0.209115)  0.11
H (-4.836408, 1.809025, -0.011854)  0.11
H (-4.951721, -0.677233, -0.067519)  0.12
H (-5.723435, -0.669998, 1.528481)  0.12
C (-2.582904, 0.340021, 0.570433)  -0.42
O (-2.431944, 1.503988, 0.264918)  0.08
N (-1.840112, -0.675633, 0.039651)  0.13
C (-0.738772, -0.582425, -0.815989)  -0.21
C (-0.027533, -1.740274, -1.112809)  -0.07
N (1.027067, -1.770914, -1.904489)  0.15
C (1.441655, -0.639464, -2.449261)  -0.35
C (0.802664, 0.584401, -2.219379)  0.02
C (-0.298730, 0.611730, -1.393768)  0.01
H (-0.813850, 1.535041, -1.187830)  0.11
H (1.178248, 1.476726, -2.693056)  0.12
O (2.491761, -0.633754, -3.295592)  0.04
C (3.309180, -1.739143, -3.442366)  -0.25
C (3.805135, -1.968739, -4.720456)  -0.01
C (4.688193, -3.009088, -4.938457)  -0.09
C (5.079956, -3.820900, -3.887087)  -0.10
C (4.591205, -3.580439, -2.614711)  -0.08
C (3.708986, -2.540293, -2.382155)  -0.02
H (3.336830, -2.353503, -1.387954)  0.11
H (4.902027, -4.203360, -1.789452)  0.10
H (5.767285, -4.635526, -4.058979)  0.10
H (5.069060, -3.186635, -5.933173)  0.10
H (3.490507, -1.323949, -5.526425)  0.12
H (-0.315139, -2.697623, -0.695840)  0.12
H (-2.035858, -1.615942, 0.354262)  0.14
H (-3.406831, -1.177746, 1.862198)  0.15
H (-2.563723, -0.607099, 3.995114)  0.12
H (-2.726813, 1.069274, 4.554018)  0.13
H (-1.318288, 2.922290, 3.218735)  0.12
H (2.893013, 2.345859, 1.612148)  0.13
H (2.040886, 2.120190, 0.087477)  0.11
H (2.664439, -0.253219, 0.012837)  0.10
H (3.307916, -0.177256, 1.666835)  0.12
H (5.620855, 1.278043, -1.233994)  0.09
H (4.149664, 2.254931, -1.025426)  0.09
H (4.041704, 0.615514, -1.717802)  0.07

Cartesian forces (eV/Å) of the 3 atoms listed first:
C 0.021 0.001 0.021
O 0.137 0.061 0.082
C -0.169 0.034 0.146

---

(2)
Density functional theory data (the ωB97M-V functional and the def2-TZVPD basis) for 2 unconnected molecules or ions with the total composition C16H32N2O3S2 in a non-equilibrium geometry.

The gap between HOMO and LUMO comes out at 9.0 eV. Its HOMO energy is -8.585 eV.

Each line ends with the Löwdin charge.
Geometry (Å):
O (0.894975, 5.888856, 3.960322)  0.03
O (-2.376880, 4.416275, 1.199233)  0.05
O (1.218810, -6.336915, -6.577099)  -0.56
S (-0.909201, 0.888407, 1.291002)  0.80
C (1.507698, 5.694478, 2.919722)  -0.54
C (-1.472911, 4.803765, 1.933129)  -0.46
N (-1.607820, 5.892190, 2.698910)  0.03
N (1.101478, 4.855617, 1.964178)  0.11
S (-0.162827, -6.260077, -6.068138)  0.91
C (0.860375, 0.493122, 1.286069)  -0.41
C (2.807539, 6.421676, 2.665867)  0.01
C (-2.796243, 6.741974, 2.741051)  -0.05
C (0.319600, -3.030533, 0.896810)  -0.12
C (-1.071362, 1.824135, 2.844007)  -0.48
C (-0.060270, -7.271454, -4.568743)  -0.31
C (-0.167208, -4.643250, -5.250702)  -0.29
C (-0.144994, -2.820823, -0.543896)  -0.27
C (0.316788, -3.979508, -1.433147)  -0.22
C (-0.319426, -6.297826, -3.416472)  -0.21
C (-0.193158, -3.792465, -2.869027)  -0.19
C (0.264844, -4.925175, -3.804733)  -0.38
C (-0.076986, 2.975478, 3.050859)  -0.20
C (-0.131724, 4.040117, 1.938818)  -0.20
H (-0.829944, 6.123517, 3.308506)  0.09
H (1.693390, 4.786364, 1.152331)  0.14
H (1.445555, 1.407108, 1.193222)  0.02
H (1.085775, -0.153811, 0.439135)  0.02
H (1.124152, -0.020197, 2.211034)  0.04
H (3.622264, 5.701613, 2.615030)  0.08
H (2.988241, 7.116368, 3.485713)  0.09
H (2.741110, 6.974629, 1.730783)  0.08
H (-2.806242, 7.400858, 1.871411)  0.08
H (-3.697875, 6.125515, 2.723324)  0.08
H (-2.792080, 7.344544, 3.650389)  0.08
H (-0.026084, -3.998478, 1.273065)  0.07
H (-0.087939, -2.247578, 1.542564)  0.05
H (1.411943, -3.000945, 0.954862)  0.08
H (-2.085830, 2.220940, 2.896890)  0.08
H (-0.952085, 1.124857, 3.671939)  0.07
H (-0.798668, -8.077168, -4.581807)  0.08
H (0.938494, -7.712407, -4.487576)  0.10
H (-1.174509, -4.218803, -5.287036)  0.09
H (0.524611, -3.952497, -5.742171)  0.11
H (0.253560, -1.875586, -0.925856)  0.10
H (-1.237837, -2.757116, -0.561051)  0.11
H (-0.066729, -4.917470, -1.019959)  0.11
H (1.410882, -4.030426, -1.434481)  0.12
H (0.133553, -6.676496, -2.495128)  0.11
H (-1.398632, -6.204846, -3.253826)  0.12
H (-1.287462, -3.741781, -2.862523)  0.12
H (0.182572, -2.839633, -3.256667)  0.12
H (1.358317, -4.993307, -3.779127)  0.15
H (-0.290601, 3.447458, 4.010730)  0.12
H (0.929300, 2.561485, 3.108516)  0.10
H (-0.112301, 3.505221, 0.989748)  0.12

Cartesian forces (eV/Å) of the 3 atoms listed first:
O -0.360 -0.075 0.231
O 0.294 -0.256 0.182
O 1.099 -0.265 -1.145

---

(3)
Density functional theory data (the ωB97M-V functional and the def2-TZVPD basis) for 2 unconnected molecules or ions with the total composition C4H6O2.

The calculation puts the energy relative to the best compared isomer or geometry (same formula, charge and spin) at 4.745 eV. The gap between HOMO and LUMO comes out at 9.2 eV. Its HOMO energy is -9.015 eV.

Each line ends with the Löwdin charge.
Geometry (Å):
O (0.630198, 2.074574, -0.677323)  0.06
C (0.868466, 0.804051, -0.851367)  -0.06
C (-1.259008, -1.405622, 0.137434)  -0.08
C (-1.590007, -0.353158, 0.877968)  -0.08
C (1.918026, 0.206563, -0.042337)  -0.28
O (2.990792, 0.580696, -0.495170)  0.03
H (0.200698, 2.367540, -1.497697)  0.12
H (-1.556585, -2.414896, 0.412160)  0.05
H (-0.679553, -1.292247, -0.776489)  0.03
H (-2.172981, -0.449905, 1.790356)  0.05
H (-1.303434, 0.659435, 0.598337)  0.03
H (1.801439, -0.656502, 0.647195)  0.12

Cartesian forces (eV/Å) of the 3 atoms listed first:
O 0.345 -0.391 -0.250
C -0.496 -0.014 -0.330
C -0.044 0.110 0.065